A molecular structure, C4H4GaO5, computed with the ωB97M-V functional and the def2-TZVPD basis.

Last column: natural (NBO) charge in e.
CARTESIAN COORDINATES (ANGSTROEM)
Ga  -1.231  -1.353  -0.617  1.204
O  -0.552  -1.324  -2.519  -0.706
O  -1.890  0.214  -1.724  -0.723
O  1.450  -0.111  3.593  -0.589
O  1.079  1.108  1.748  -0.486
O  0.459  -0.999  1.785  -0.503
C  0.302  -0.600  0.362  -0.435
C  1.026  -0.017  2.463  0.960
C  0.307  0.903  0.530  -0.114
C  -1.320  -0.349  -2.711  0.600
H  -1.005  0.636  -3.230  0.182
H  0.795  1.437  -0.293  0.209
H  -0.684  1.345  0.714  0.188
H  1.265  -0.889  -0.100  0.212

Energy above the lowest of the compared OMol25 structures with the same formula, charge and spin (eV): 0.000
Molecular weight (g/mol): 201.8
<S²>: 0.752
Spin multiplicity: 2
E_HOMO (spin up / spin down) (eV): -8.73 / -10.56
Frontier orbital gap (spin up / spin down) (hartree): 0.3102 / 0.3209